# 1
{"formula": "C5H6O", "method": "ωB97M-V with the def2-TZVPD basis set", "homo_lumo_gap_ev": [7.6, 7.7], "total_charge": 0, "e_homo_ev": [-8.021, -8.261], "e_above_lowest_kcal_mol": 127.1, "symbols": ["C", "C", "O", "C", "C", "C", "H", "H", "H", "H", "H", "H"], "coordinates": [[-1.605, 1.009, -0.131], [-0.741, -0.228, 0.010], [-0.864, -0.905, 1.014], [0.435, -0.394, -0.872], [1.618, -0.549, -0.100], [2.057, -0.336, 1.070], [-2.631, 0.772, 0.156], [-1.564, 1.528, -1.090], [-1.204, 1.683, 0.638], [0.447, -0.392, -1.957], [1.626, -1.512, -0.754], [2.425, -0.676, 2.017]], "nbo_charge": [-0.706, 0.529, -0.545, -0.330, -0.392, -0.074, 0.240, 0.219, 0.247, 0.234, 0.358, 0.220]}

# 2
{"formula": "C29H34BF4LaNOPSi", "method": "ωB97M-V with the def2-TZVPD basis set", "homo_lumo_gap_ev": 7.5, "total_charge": 0, "e_homo_ev": -7.136, "e_above_lowest_kcal_mol": 0.0, "symbols": ["La", "C", "Si", "C", "C", "N", "C", "C", "C", "C", "C", "C", "O", "C", "C", "C", "C", "C", "C", "H", "H", "H", "H", "H", "H", "H", "H", "H", "H", "H", "H", "H", "H", "H", "H", "H", "H", "F", "B", "F", "F", "F", "C", "H", "H", "H", "C", "P", "C", "C", "C", "C", "C", "C", "C", "C", "C", "C", "C", "C", "H", "H", "H", "H", "H", "H", "H", "H", "H", "H", "H", "H", "H"], "coordinates": [[-0.528, -0.057, -0.356], [-4.129, 0.965, -3.574], [-2.305, 0.609, -3.234], [-1.272, 1.010, -4.765], [-2.089, -1.246, -2.798], [-1.674, 1.359, -1.798], [-1.730, 2.721, -1.588], [-1.981, 3.698, -2.573], [-1.906, 5.058, -2.264], [-1.677, 5.441, -0.952], [-1.473, 4.499, 0.078], [-1.464, 3.174, -0.263], [-1.112, 2.185, 0.674], [-1.774, 2.115, 1.929], [-3.136, 2.392, 2.073], [-3.708, 2.284, 3.338], [-2.949, 1.885, 4.439], [-1.580, 1.522, 4.255], [-0.984, 1.699, 3.002], [-4.418, 1.984, -3.822], [-4.623, 0.700, -2.653], [-4.535, 0.319, -4.370], [-1.011, 0.114, -5.301], [-0.378, 1.554, -4.507], [-1.845, 1.633, -5.469], [-2.492, -1.802, -3.671], [-2.664, -1.568, -1.924], [-1.067, -1.602, -2.725], [-2.183, 3.345, -3.607], [-2.020, 5.825, -3.044], [-1.592, 6.517, -0.703], [-1.290, 4.856, 1.080], [-3.720, 2.676, 1.206], [-4.762, 2.568, 3.446], [-3.418, 1.726, 5.400], [-0.982, 1.133, 5.077], [0.053, 1.411, 2.854], [1.266, -0.636, -1.753], [2.008, 0.745, -1.701], [1.679, 1.447, -2.811], [1.375, 1.318, -0.481], [3.330, 0.463, -1.474], [-2.512, -1.473, 0.757], [-3.540, -1.392, 0.420], [-2.499, -1.505, 1.873], [-2.049, -2.351, 0.248], [1.529, -2.695, 3.285], [1.772, -1.843, 1.664], [1.832, -3.197, 0.477], [0.756, -4.104, 0.486], [0.738, -5.239, -0.331], [1.829, -5.454, -1.185], [2.823, -4.482, -1.242], [2.787, -3.300, -0.525], [3.446, -1.205, 1.739], [3.634, 0.179, 1.837], [4.906, 0.678, 2.103], [5.959, -0.222, 2.273], [5.751, -1.604, 2.056], [4.509, -2.114, 1.749], [2.348, -2.492, 3.984], [1.363, -3.762, 3.162], [0.638, -2.235, 3.675], [-0.029, -3.958, 1.232], [-0.012, -6.024, -0.211], [1.937, -6.397, -1.713], [3.672, -4.681, -1.892], [3.500, -2.478, -0.742], [2.760, 0.849, 1.745], [5.066, 1.726, 2.344], [6.927, 0.124, 2.539], [6.608, -2.227, 2.002], [4.309, -3.160, 1.520]], "lowdin_charge": [1.984, -0.164, 0.406, -0.164, -0.204, -0.275, -0.302, -0.032, -0.095, -0.105, -0.014, -0.226, -0.183, -0.251, 0.002, -0.072, -0.073, -0.058, -0.022, 0.025, 0.020, 0.037, 0.020, 0.017, 0.032, 0.052, 0.004, 0.005, 0.100, 0.109, 0.106, 0.122, 0.130, 0.113, 0.097, 0.104, 0.107, -0.167, -1.102, 0.205, -0.085, 0.181, -0.356, -0.076, -0.060, -0.088, -0.228, 0.961, -0.418, -0.114, -0.072, -0.082, -0.086, -0.108, -0.411, -0.096, -0.070, -0.062, -0.069, -0.095, 0.051, 0.040, 0.015, 0.100, 0.107, 0.103, 0.107, 0.127, 0.097, 0.107, 0.091, 0.092, 0.110]}

# 3
{"formula": "C18H14IN3O2SeV", "method": "ωB97M-V with the def2-TZVPD basis set", "homo_lumo_gap_ev": [5.8, 6.6], "total_charge": 0, "spin_multiplicity": 4, "e_homo_ev": [-6.537, -7.689], "symbols": ["V", "O", "C", "O", "C", "C", "C", "C", "C", "C", "N", "C", "C", "C", "C", "C", "C", "N", "H", "H", "H", "H", "H", "H", "H", "H", "H", "H", "Se", "I", "C", "C", "C", "C", "N", "C", "H", "H", "H", "H"], "coordinates": [[0.103, -0.246, -0.137], [4.181, 5.858, -2.299], [4.875, 4.785, -1.839], [6.072, 4.817, -1.837], [4.081, 3.653, -1.259], [4.782, 2.648, -0.602], [4.116, 1.570, -0.044], [2.728, 1.469, -0.138], [2.023, 2.470, -0.792], [2.699, 3.546, -1.345], [1.971, 0.384, 0.383], [2.545, -0.467, 1.252], [1.764, -1.536, 1.758], [2.292, -2.545, 2.589], [1.485, -3.561, 3.002], [0.134, -3.595, 2.594], [-0.325, -2.606, 1.775], [0.460, -1.580, 1.340], [3.244, 5.719, -2.136], [5.859, 2.722, -0.537], [4.700, 0.804, 0.444], [0.940, 2.428, -0.823], [2.092, 4.294, -1.847], [3.576, -0.383, 1.564], [3.330, -2.496, 2.890], [1.882, -4.337, 3.645], [-0.532, -4.381, 2.920], [-1.351, -2.571, 1.436], [-1.671, 1.034, 0.186], [2.265, -4.807, -2.981], [1.282, -3.004, -3.083], [0.994, -2.398, -4.293], [0.313, -1.194, -4.295], [-0.034, -0.615, -3.091], [0.258, -1.194, -1.916], [0.876, -2.383, -1.910], [1.292, -2.858, -5.227], [0.059, -0.695, -5.220], [-0.557, 0.328, -3.020], [1.053, -2.836, -0.943]], "nbo_charge": [0.946, -0.665, 0.776, -0.564, -0.208, -0.142, -0.243, 0.136, -0.189, -0.176, -0.612, 0.005, 0.110, -0.210, -0.167, -0.288, 0.061, -0.581, 0.479, 0.242, 0.211, 0.234, 0.196, 0.193, 0.223, 0.221, 0.228, 0.219, -0.574, 0.214, -0.195, -0.173, -0.227, 0.073, -0.507, 0.013, 0.239, 0.240, 0.239, 0.226]}

# 4
{"formula": "C3H5NO2", "method": "ωB97M-V with the def2-TZVPD basis set", "homo_lumo_gap_ev": 9.2, "total_charge": 0, "smiles": "OC1=CCNO1", "e_homo_ev": -8.429, "e_above_lowest_kcal_mol": 71.4, "symbols": ["C", "N", "C", "C", "O", "O", "H", "H", "H", "H", "H"], "coordinates": [[-1.268, 0.141, -0.282], [-0.547, -0.927, -0.997], [0.877, -0.029, 0.504], [-0.137, 0.841, 0.429], [0.675, -1.146, -0.258], [2.043, 0.040, 1.149], [2.582, -0.720, 0.895], [-0.182, -0.423, -1.859], [-1.787, 0.795, -0.987], [-2.008, -0.304, 0.395], [-0.249, 1.732, 1.011]], "nbo_charge": [-0.258, -0.279, 0.589, -0.451, -0.393, -0.651, 0.496, 0.328, 0.205, 0.184, 0.227]}